[1]
95
Properties=species:S:1:pos:R:3:lowdin_charge:R:1 method="wB97M-V/def2-TZVPD" e_above_lowest_kj_mol=28.3 charge=+1 gap_ha=0.2680 homo_energy_ev=-9.449
C -0.03 2.66 -0.16 -0.33
C -1.73 1.09 -0.48 -0.35
C -0.91 3.72 -0.41 -0.03
C -2.62 2.10 -0.89 -0.03
C -2.21 3.43 -0.81 -0.03
H -0.53 4.73 -0.32 0.12
H -3.62 1.82 -1.21 0.12
H -2.91 4.23 -1.06 0.12
N -0.45 1.39 -0.12 0.05
P 2.53 1.52 -0.36 0.99
P -1.69 -1.39 0.95 1.02
C 1.46 2.94 0.07 -0.27
H 1.77 3.83 -0.50 0.09
H 1.61 3.19 1.14 0.09
C 2.86 -3.03 0.59 -0.07
O 3.64 -3.84 0.78 0.08
C -2.13 -0.35 -0.48 -0.32
H -3.18 -0.49 -0.78 0.06
C -2.15 -3.20 0.50 -0.66
C -2.82 -0.70 2.29 -0.67
C 2.76 1.63 -2.25 -0.67
C 4.10 1.80 0.64 -0.70
C -0.90 -3.92 -0.03 -0.11
H -0.12 -3.98 0.75 0.07
H -1.18 -4.95 -0.29 0.10
H -0.47 -3.45 -0.92 0.05
C -2.64 -3.98 1.72 -0.10
H -1.91 -3.95 2.54 0.08
H -3.62 -3.64 2.09 0.07
H -2.76 -5.04 1.43 0.10
C -3.23 -3.21 -0.59 -0.08
H -3.52 -4.26 -0.77 0.10
H -4.14 -2.67 -0.30 0.08
H -2.84 -2.81 -1.53 0.05
C -2.49 -1.38 3.63 -0.09
H -1.41 -1.38 3.81 0.06
H -2.99 -0.82 4.43 0.09
H -2.86 -2.41 3.67 0.06
C -2.53 0.80 2.46 -0.08
H -1.46 0.98 2.61 0.06
H -2.88 1.40 1.61 0.07
H -3.06 1.16 3.36 0.10
C -4.29 -0.90 1.89 -0.08
H -4.51 -0.56 0.87 0.07
H -4.62 -1.94 1.98 0.07
H -4.91 -0.29 2.56 0.09
C 5.13 0.72 0.26 -0.08
H 6.02 0.84 0.90 0.10
H 4.73 -0.29 0.42 0.07
H 5.46 0.80 -0.79 0.07
C 3.75 1.65 2.14 -0.10
H 3.11 2.47 2.49 0.08
H 3.25 0.70 2.37 0.05
H 4.68 1.69 2.72 0.10
C 4.68 3.21 0.43 -0.09
H 3.92 3.99 0.57 0.08
H 5.47 3.37 1.18 0.09
H 5.14 3.34 -0.55 0.06
C 1.44 2.07 -2.89 -0.09
H 1.17 3.10 -2.64 0.09
H 1.54 2.01 -3.99 0.10
H 0.61 1.41 -2.60 0.05
C 3.11 0.23 -2.78 -0.10
H 2.30 -0.49 -2.58 0.04
H 3.25 0.29 -3.87 0.10
H 4.04 -0.16 -2.34 0.07
C 3.86 2.63 -2.64 -0.09
H 3.67 3.63 -2.22 0.08
H 4.86 2.29 -2.35 0.07
H 3.86 2.73 -3.73 0.10
Pb 1.04 -0.78 0.40 1.07
N 0.07 -1.27 -1.75 -0.04
C -1.10 -1.01 -2.03 -0.29
C -1.87 -0.95 -3.38 -0.57
C -3.37 -0.76 -3.25 -0.06
C -1.33 0.24 -4.14 -0.05
C -1.55 -2.27 -4.09 -0.04
H -3.86 -1.55 -2.67 0.07
H -3.62 0.22 -2.81 0.07
H -3.81 -0.77 -4.25 0.10
H -0.24 0.16 -4.26 0.08
H -1.79 0.30 -5.14 0.10
H -1.55 1.18 -3.61 0.08
H -2.30 -2.51 -4.84 0.09
H -0.56 -2.18 -4.55 0.09
H -1.50 -3.10 -3.37 0.08
C 0.96 -0.37 5.56 -0.07
C 1.33 -0.72 4.13 -0.31
O 0.88 0.27 3.17 -0.23
H 1.48 0.54 5.90 0.08
H 1.28 -1.18 6.22 0.09
H -0.11 -0.23 5.69 0.08
H 2.41 -0.82 4.01 0.11
H 0.87 -1.67 3.81 0.10
H 0.77 1.10 3.64 0.08


[2]
106
Properties=species:S:1:pos:R:3:lowdin_charge:R:1 method="wB97M-V/def2-TZVPD" gap_ha=0.0780 homo_energy_ev=-7.666
Hg 2.89 -2.12 6.59 0.08
C -0.64 2.42 7.85 -0.09
C -0.62 1.45 9.05 -0.32
O -0.43 0.06 8.72 -0.06
H 0.35 2.54 7.39 0.07
H -0.99 3.39 8.17 0.07
H -1.26 2.06 7.03 0.07
H -1.50 1.61 9.67 0.12
H 0.13 1.82 9.75 0.13
C -0.76 1.11 1.10 -0.11
C -0.31 -0.26 1.55 -0.37
O 0.86 -0.26 2.34 -0.04
H 0.03 1.65 0.58 0.07
H -1.11 1.73 1.92 0.07
H -1.66 1.13 0.49 0.07
H -0.19 -0.91 0.69 0.12
H -1.18 -0.70 2.05 0.13
C 6.81 -0.40 -1.84 0.04
N 7.51 0.92 -1.64 -0.44
O 8.54 0.99 -1.02 0.07
O 7.01 1.84 -2.28 0.05
H 6.39 -0.51 -2.84 0.09
H 6.21 -0.68 -0.98 0.10
H 7.58 -1.15 -2.01 0.09
O -5.49 -6.83 3.65 0.09
C -6.04 -7.55 2.83 -0.60
O -5.69 -7.72 1.59 -0.01
C -4.57 -7.02 0.99 -0.21
C -4.23 -7.47 -0.39 -0.08
C -7.23 -8.40 3.05 0.02
H -3.70 -7.15 1.64 0.12
H -4.83 -5.96 1.02 0.13
H -3.33 -7.00 -0.77 0.08
H -4.95 -7.17 -1.15 0.08
H -4.11 -8.56 -0.38 0.08
H -7.40 -8.53 4.12 0.09
H -7.06 -9.39 2.64 0.09
H -7.96 -7.78 2.53 0.10
O 5.53 2.74 5.69 0.06
C 6.25 3.74 5.58 -0.50
O 6.22 4.76 4.72 -0.03
C 5.03 5.01 3.97 -0.22
C 5.51 6.11 3.06 -0.08
C 7.57 3.74 6.41 0.02
H 4.20 5.44 4.52 0.12
H 4.73 4.06 3.53 0.13
H 4.69 6.43 2.41 0.08
H 6.22 5.65 2.37 0.08
H 6.04 6.90 3.59 0.09
H 7.68 4.65 6.99 0.08
H 8.31 3.61 5.62 0.09
H 7.50 2.90 7.10 0.08
O 6.20 -4.84 3.80 0.07
C 7.03 -5.40 3.08 -0.49
O 6.80 -6.04 1.91 -0.03
C 5.55 -6.05 1.26 -0.24
C 5.65 -6.20 -0.27 -0.06
C 8.47 -5.54 3.54 0.01
H 4.94 -5.19 1.55 0.12
H 5.04 -6.89 1.73 0.12
H 6.07 -7.17 -0.53 0.07
H 6.36 -5.50 -0.72 0.07
H 4.64 -6.16 -0.67 0.08
H 8.63 -5.28 4.59 0.09
H 9.22 -5.05 2.93 0.08
H 8.61 -6.62 3.47 0.08
O -1.11 7.83 -6.53 0.07
C -0.02 7.41 -6.14 -0.58
O 1.12 7.83 -6.59 0.02
C 1.19 8.54 -7.87 -0.17
C 2.65 8.45 -8.42 -0.07
C 0.13 6.45 -5.03 0.01
H 1.08 9.62 -7.73 0.12
H 0.55 8.23 -8.69 0.12
H 2.92 9.39 -8.91 0.07
H 2.73 7.56 -9.04 0.07
H 3.46 8.34 -7.70 0.07
H -0.57 6.68 -4.23 0.09
H 1.10 6.40 -4.54 0.09
H -0.01 5.44 -5.40 0.10
O -10.50 0.28 -1.41 0.06
C -9.86 1.11 -0.71 -0.42
O -10.02 2.50 -0.72 -0.04
C -11.22 2.97 -1.21 -0.26
C -11.58 4.43 -0.70 -0.05
C -8.85 0.69 0.35 0.01
H -11.89 2.24 -0.77 0.11
H -11.37 2.91 -2.29 0.12
H -12.46 4.84 -1.20 0.07
H -10.85 5.17 -1.00 0.06
H -11.43 4.45 0.38 0.07
H -8.80 -0.39 0.46 0.09
H -9.09 1.26 1.24 0.09
H -7.88 1.15 0.14 0.09
F -3.70 -3.24 -8.08 0.02
C -2.53 -3.22 -7.32 -0.21
C -2.30 -2.25 -6.26 -0.02
C -1.10 -2.14 -5.62 -0.10
C -0.04 -2.88 -6.14 -0.11
C -0.13 -3.89 -7.12 -0.05
C -1.46 -4.03 -7.65 -0.03
H -3.18 -1.76 -5.86 0.11
H -0.97 -1.55 -4.72 0.11
H 0.98 -2.67 -5.86 0.09
H 0.69 -4.43 -7.56 0.10
H -1.45 -4.72 -8.47 0.10


[3]
105
Properties=species:S:1:pos:R:3:lowdin_charge:R:1 method="wB97M-V/def2-TZVPD" gap_ha=0.2999 homo_energy_ev=-8.649
C -5.92 -4.37 -3.94 -0.07
C -4.45 -4.38 -4.35 -0.27
O -4.20 -3.70 -5.56 -0.14
C -4.02 -2.31 -5.44 -0.19
C -2.61 -1.90 -5.84 -0.19
O -1.67 -2.84 -5.39 -0.13
C -0.41 -2.31 -5.01 -0.17
C 0.16 -3.13 -3.85 -0.16
O 0.67 -2.25 -2.88 -0.13
C 0.77 -2.76 -1.58 -0.13
C 0.44 -1.65 -0.57 -0.43
C 1.40 -0.48 -0.86 -0.16
N 2.81 -0.82 -0.67 -0.08
C 3.61 -0.61 -1.87 -0.12
N -0.88 -1.07 -0.78 0.16
C -1.91 -1.69 -1.19 -0.35
C -2.32 -3.09 -0.79 -0.01
C -2.87 -0.93 -2.08 -0.01
O 0.69 -2.30 0.68 -0.02
C 0.25 -1.77 1.92 -0.30
C -1.25 -1.87 2.19 -0.02
C 0.87 -0.39 2.26 -0.26
C -0.08 0.79 1.99 -0.19
C -1.06 1.18 3.12 -0.09
N 1.38 -0.41 3.68 -0.14
N 2.42 -1.43 3.75 0.01
C 2.21 -2.30 4.59 -0.76
S 1.95 -3.38 5.65 0.83
S 2.15 1.07 4.03 0.63
O 1.31 1.82 4.88 -0.24
O 2.74 1.64 2.88 -0.23
F 3.31 0.57 4.93 -0.12
H -6.16 -3.57 -3.25 0.07
H -6.56 -4.31 -4.82 0.08
H -6.16 -5.31 -3.43 0.07
H -3.83 -3.95 -3.55 0.09
H -4.10 -5.40 -4.49 0.12
H -4.27 -1.96 -4.43 0.10
H -4.72 -1.81 -6.12 0.13
H -2.57 -1.83 -6.94 0.13
H -2.40 -0.90 -5.45 0.12
H 0.26 -2.40 -5.87 0.13
H -0.48 -1.27 -4.71 0.12
H -0.64 -3.77 -3.45 0.13
H 0.95 -3.80 -4.21 0.13
H 1.80 -3.05 -1.36 0.14
H 0.16 -3.65 -1.42 0.11
H 1.20 -0.14 -1.88 0.11
H 1.12 0.35 -0.21 0.10
H 3.18 -0.21 0.05 0.09
H 3.64 0.44 -2.20 0.07
H 3.22 -1.24 -2.67 0.07
H 4.64 -0.91 -1.67 0.08
H -3.08 -3.00 -0.01 0.09
H -2.79 -3.60 -1.63 0.06
H -1.49 -3.69 -0.45 0.07
H -3.50 -1.61 -2.65 0.05
H -3.49 -0.22 -1.51 0.09
H -2.26 -0.32 -2.74 0.05
H 0.67 -2.47 2.64 0.12
H -1.86 -1.19 1.58 0.07
H -1.41 -1.65 3.24 0.09
H -1.58 -2.89 2.02 0.08
H 1.76 -0.29 1.64 0.11
H 0.51 1.66 1.71 0.10
H -0.67 0.54 1.11 0.10
H -1.15 2.26 3.21 0.08
H -0.79 0.77 4.09 0.04
H -2.06 0.79 2.90 0.07
C 4.63 6.78 1.73 -0.11
C 3.70 5.58 1.63 -0.26
C 4.44 4.24 1.74 -0.19
C 5.42 4.08 0.67 -0.24
N 6.18 3.98 -0.19 0.14
H 5.35 6.79 0.91 0.07
H 4.06 7.71 1.68 0.07
H 5.18 6.78 2.67 0.08
H 3.15 5.61 0.69 0.11
H 2.96 5.62 2.43 0.11
H 3.74 3.41 1.69 0.08
H 4.97 4.17 2.70 0.12
C -2.17 1.17 9.06 -0.11
C -0.70 1.27 8.67 -0.25
C -0.43 0.80 7.23 -0.20
C -0.80 -0.61 7.06 -0.24
N -1.06 -1.72 6.96 0.15
H -2.52 0.13 9.03 0.07
H -2.33 1.54 10.07 0.07
H -2.80 1.75 8.38 0.08
H -0.10 0.69 9.36 0.11
H -0.37 2.31 8.75 0.11
H 0.63 0.91 6.99 0.10
H -0.99 1.40 6.52 0.11
C 1.18 2.77 -5.75 -0.11
C 1.27 3.73 -4.58 -0.26
C 0.84 3.10 -3.25 -0.19
C -0.55 2.63 -3.29 -0.23
N -1.64 2.27 -3.34 0.16
H 0.16 2.44 -5.91 0.07
H 1.53 3.24 -6.67 0.07
H 1.80 1.88 -5.57 0.08
H 0.65 4.61 -4.77 0.11
H 2.30 4.09 -4.46 0.11
H 0.93 3.81 -2.43 0.12
H 1.47 2.24 -3.02 0.10


[4]
106
Properties=species:S:1:pos:R:3:lowdin_charge:R:1 method="wB97M-V/def2-TZVPD" gap_ha=0.2848 homo_energy_ev=-8.502
C 6.85 2.33 -0.46 -0.14
C 6.20 1.59 -1.74 -0.24
C 6.38 2.58 -3.01 -0.21
C 4.97 3.20 -3.49 -0.21
C 3.89 2.05 -3.91 -0.18
C 2.68 2.03 -2.86 -0.15
C 2.11 0.59 -2.52 -0.06
C 1.24 0.36 -1.43 -0.16
C 0.82 1.63 -0.58 -0.66
I 1.67 2.17 1.35 0.82
C -0.18 2.48 -1.15 -0.66
C -0.72 3.82 -0.45 -0.19
I -1.12 1.98 -3.08 0.81
C 0.87 -1.18 -1.29 -0.28
O 0.38 -1.80 -0.34 0.11
O 1.31 -1.66 -2.57 0.05
C 2.32 -0.83 -3.20 -0.27
O 3.09 -1.24 -4.08 0.12
H 6.89 1.58 0.42 0.05
H 6.21 3.21 -0.09 0.08
H 7.90 2.66 -0.79 0.08
H 5.09 1.38 -1.53 0.09
H 6.71 0.58 -1.91 0.09
H 7.13 3.39 -2.72 0.10
H 6.80 1.94 -3.87 0.11
H 4.59 3.84 -2.61 0.11
H 5.15 3.94 -4.35 0.11
H 4.41 1.03 -3.99 0.11
H 3.46 2.39 -4.91 0.11
H 1.83 2.75 -3.17 0.10
H 3.09 2.47 -1.87 0.11
H 0.11 4.61 -0.48 0.09
H -0.98 3.54 0.63 0.04
H -1.65 4.18 -1.02 0.04
C -3.97 3.64 1.36 -0.33
O -2.79 3.57 1.64 -0.01
N -4.76 2.60 0.97 -0.19
C -6.16 2.77 0.65 -0.07
C -4.16 1.28 0.86 -0.03
H -4.52 4.60 1.41 0.13
H -6.75 2.14 1.32 0.06
H -6.33 2.46 -0.38 0.09
H -6.47 3.81 0.78 0.08
H -3.76 0.99 1.83 0.10
H -3.34 1.32 0.14 0.08
H -4.91 0.55 0.54 0.09
C -1.99 6.34 -3.44 -0.34
O -1.27 6.16 -2.48 0.00
N -3.32 6.65 -3.37 -0.20
C -4.12 6.86 -4.56 -0.06
C -3.94 6.79 -2.07 -0.04
H -1.62 6.26 -4.47 0.13
H -4.53 7.87 -4.55 0.09
H -4.94 6.13 -4.56 0.09
H -3.53 6.72 -5.46 0.08
H -3.43 7.58 -1.51 0.10
H -3.85 5.85 -1.52 0.08
H -5.00 7.04 -2.18 0.09
C 7.77 -1.47 0.20 -0.31
O 7.42 -0.30 0.15 -0.03
N 6.93 -2.52 0.39 -0.19
C 7.42 -3.89 0.44 -0.06
C 5.51 -2.28 0.53 -0.04
H 8.83 -1.76 0.10 0.13
H 6.94 -4.47 -0.36 0.09
H 7.15 -4.32 1.41 0.09
H 8.50 -3.93 0.32 0.08
H 5.14 -1.77 -0.36 0.09
H 5.35 -1.63 1.40 0.10
H 4.97 -3.21 0.67 0.06
C -8.16 3.34 3.66 -0.33
O -7.62 2.31 3.30 0.00
N -9.51 3.51 3.79 -0.20
C -10.08 4.77 4.23 -0.06
C -10.39 2.41 3.48 -0.04
H -7.58 4.24 3.92 0.14
H -10.65 4.60 5.14 0.09
H -10.75 5.15 3.45 0.09
H -9.31 5.51 4.43 0.08
H -10.14 1.56 4.12 0.09
H -10.24 2.11 2.44 0.09
H -11.43 2.69 3.63 0.09
C 2.96 -3.95 2.15 -0.34
O 4.14 -4.06 2.46 -0.02
N 2.15 -4.98 1.77 -0.18
C 0.76 -4.78 1.42 -0.05
C 2.70 -6.32 1.72 -0.05
H 2.44 -2.98 2.16 0.14
H 0.14 -5.37 2.10 0.08
H 0.60 -5.11 0.39 0.09
H 0.48 -3.73 1.51 0.07
H 3.07 -6.60 2.71 0.09
H 3.54 -6.34 1.01 0.09
H 1.94 -7.03 1.40 0.06
C 0.03 -9.18 3.13 -0.32
O 0.50 -8.07 2.94 0.00
N -0.08 -10.15 2.19 -0.20
C -0.65 -11.45 2.48 -0.06
C 0.38 -9.89 0.84 -0.04
H -0.35 -9.48 4.12 0.13
H 0.09 -12.23 2.28 0.09
H -1.53 -11.61 1.85 0.09
H -0.96 -11.51 3.53 0.08
H 1.45 -9.64 0.87 0.09
H -0.16 -9.03 0.43 0.09
H 0.23 -10.76 0.20 0.09